No. 1
C26H57ClN6O6 | the ωB97M-V functional and the def2-TZVPD basis

The gap between HOMO and LUMO is 9.60 eV. The value obtained for the energy is -2264.91382 Ha. As for the SMILES: CC(=O)OCCCC[C@](Cl)(C#N)CC#N.COC[C@@H](C)N.COC[C@@H](C)N.COC[C@@H](C)N.COC[C@@H](C)N.

```
! wB97M-V def2-TZVPD RIJCOSX def2/J DEFGRID3
* xyz 0 1
C -4.6490 7.0023 -2.5266
C -4.0937 6.2245 -1.3802
O -4.1768 6.6126 -0.2402
O -3.4804 5.0525 -1.7108
C -2.2493 4.8961 -0.9994
C -1.4581 3.7431 -1.5584
C -0.2083 3.5579 -0.6775
C 1.0636 3.2919 -1.4880
C 2.1396 4.3502 -1.3000
Cl 3.6747 3.7234 -1.9841
C 2.3647 4.5930 0.1054
N 2.1937 4.8110 1.2373
C 1.7081 5.6471 -1.9967
C 2.8119 6.5185 -2.3198
N 3.5876 7.3136 -2.6466
H -5.2162 6.3838 -3.2040
H -3.8282 7.4419 -3.0777
H -5.2538 7.7880 -2.1206
H -2.4371 4.6935 0.0429
H -1.6318 5.7866 -1.0511
H -2.0606 2.8513 -1.4643
H -1.1696 3.9173 -2.5759
H -0.3497 2.7401 0.0051
H -0.1257 4.4371 -0.0505
H 0.8034 3.2440 -2.5339
H 1.4861 2.3422 -1.2242
H 1.1875 5.3906 -2.9002
H 1.0237 6.1626 -1.3445
C -1.5303 7.4808 -6.4484
O -2.4172 7.0751 -5.4206
C -3.4581 6.2061 -5.8257
C -3.0622 4.7269 -5.9340
C -2.2495 4.3917 -7.1811
N -2.3299 4.2717 -4.7495
H -2.0494 7.6001 -7.4030
H -0.7048 6.7747 -6.5632
H -1.1092 8.4429 -6.1588
H -4.2182 6.2903 -5.0469
H -3.9146 6.5653 -6.7573
H -3.9937 4.1567 -5.9911
H -1.2097 4.7037 -7.0893
H -2.2460 3.3149 -7.3459
H -2.6724 4.8657 -8.0690
H -2.9159 4.3977 -3.9276
H -1.5624 4.9234 -4.6069
C 1.5337 -0.4974 -0.5303
O 0.4611 0.0707 0.1981
C -0.4356 -0.8625 0.7752
C 0.0359 -1.4792 2.0989
C 1.1130 -2.5459 1.9302
N 0.5150 -0.4618 3.0413
H 1.2439 -1.4146 -1.0496
H 2.3870 -0.6956 0.1221
H 1.8502 0.2324 -1.2751
H -1.3500 -0.2975 0.9746
H -0.6952 -1.6396 0.0444
H -0.8344 -1.9670 2.5475
H 2.0972 -2.1206 1.7376
H 1.1988 -3.1392 2.8408
H 0.8707 -3.2268 1.1124
H -0.2393 0.1873 3.2460
H 1.2064 0.1066 2.5599
C 0.4045 -6.6028 5.6189
O -0.3151 -6.7898 4.4142
C -1.7236 -6.7794 4.5456
C -2.3568 -5.3815 4.5977
C -2.1775 -4.6710 5.9358
N -1.8551 -4.5155 3.5281
H -0.1070 -7.0628 6.4686
H 0.5756 -5.5425 5.8210
H 1.3752 -7.0829 5.4984
H -2.0989 -7.2853 3.6524
H -2.0292 -7.3863 5.4078
H -3.4313 -5.5156 4.4431
H -1.1738 -4.2644 6.0535
H -2.8706 -3.8338 6.0100
H -2.3751 -5.3455 6.7712
H -2.0736 -4.9395 2.6307
H -0.8395 -4.5412 3.5682
C 4.5808 -9.0495 2.1812
O 3.6309 -8.3642 2.9750
C 4.0785 -7.1481 3.5383
C 4.0249 -5.9372 2.5957
C 5.1405 -5.9176 1.5552
N 2.7347 -5.8229 1.9096
H 5.5952 -8.9273 2.5716
H 4.5435 -8.7182 1.1409
H 4.3249 -10.1083 2.2038
H 3.4012 -6.9521 4.3729
H 5.0826 -7.2736 3.9654
H 4.1488 -5.0480 3.2210
H 4.9501 -6.6108 0.7369
H 5.2253 -4.9233 1.1178
H 6.1038 -6.1708 2.0024
H 1.9977 -5.7231 2.6034
H 2.5377 -6.7190 1.4727
*
```

Okay, here come the Löwdin numbers, in e, for every atom:
1. C 0.028
2. C -0.516
3. O 0.121
4. O -0.014
5. C -0.188
6. C -0.153
7. C -0.160
8. C -0.188
9. C -0.794
10. Cl 0.734
11. C -0.236
12. N 0.210
13. C -0.159
14. C -0.248
15. N 0.170
16. H 0.080
17. H 0.086
18. H 0.087
19. H 0.131
20. H 0.130
21. H 0.126
22. H 0.076
23. H 0.108
24. H 0.096
25. H 0.116
26. H 0.078
27. H 0.125
28. H 0.130
29. C -0.100
30. O -0.196
31. C -0.204
32. C -0.419
33. C -0.068
34. N 0.052
35. H 0.092
36. H 0.076
37. H 0.088
38. H 0.089
39. H 0.124
40. H 0.138
41. H 0.064
42. H 0.076
43. H 0.079
44. H 0.052
45. H 0.066
46. C -0.099
47. O -0.204
48. C -0.202
49. C -0.431
50. C -0.080
51. N 0.044
52. H 0.095
53. H 0.081
54. H 0.071
55. H 0.121
56. H 0.121
57. H 0.121
58. H 0.066
59. H 0.061
60. H 0.077
61. H 0.071
62. H 0.067
63. C -0.101
64. O -0.193
65. C -0.208
66. C -0.430
67. C -0.068
68. N 0.046
69. H 0.092
70. H 0.079
71. H 0.072
72. H 0.122
73. H 0.120
74. H 0.135
75. H 0.065
76. H 0.076
77. H 0.078
78. H 0.076
79. H 0.057
80. C -0.106
81. O -0.185
82. C -0.208
83. C -0.427
84. C -0.071
85. N 0.052
86. H 0.090
87. H 0.075
88. H 0.087
89. H 0.104
90. H 0.121
91. H 0.135
92. H 0.064
93. H 0.074
94. H 0.078
95. H 0.061
96. H 0.072

No. 2
C23H22AuF3N3O4Te | the ωB97M-V functional and the def2-TZVPD basis

As for the energy relative to the best compared isomer or geometry (same formula, charge and spin): 21.5 kJ/mol. The gap between HOMO and LUMO (alpha / beta) is 5.66 / 5.66 eV. The value obtained for the energy is -2057.89002 Ha.

```
! wB97M-V def2-TZVPD RIJCOSX def2/J DEFGRID3
* xyz 1 1
Au -0.1915 0.2014 -0.3170
N 2.1904 0.6052 -0.7542
C 3.2839 0.4208 -0.4494
C 4.6486 0.1864 -0.0886
C 5.5202 -0.3125 -1.0595
C 6.8348 -0.5709 -0.7187
C 7.2738 -0.3325 0.5784
C 6.4075 0.1794 1.5354
C 5.0899 0.4435 1.2083
H 5.1638 -0.4813 -2.0669
H 7.5184 -0.9552 -1.4632
H 8.3016 -0.5439 0.8437
H 6.7614 0.3750 2.5382
H 4.4063 0.8490 1.9430
N -3.7645 -5.0475 0.2533
C -2.9974 -3.9562 0.0467
C -3.3365 -2.7085 0.5950
C -2.5325 -1.6244 0.3590
N -1.4242 -1.6880 -0.3961
C -1.0849 -2.8794 -0.9154
C -1.8264 -4.0169 -0.7270
H -4.5645 -5.0040 0.8575
H -3.5047 -5.9411 -0.1216
H -4.2230 -2.5997 1.2060
H -2.7652 -0.6608 0.7948
H -0.1744 -2.9140 -1.5002
H -1.5065 -4.9518 -1.1680
O 0.8914 -0.4453 3.6911
C 0.7591 -0.7984 2.5449
O -0.0110 -0.1709 1.6873
C 1.4977 -2.0508 2.0888
C 1.9937 -2.8966 3.0685
C 2.6628 -4.0799 2.7407
C 2.8320 -4.3525 1.4070
O 3.4417 -5.4315 0.8278
C 3.3518 -5.2391 -0.5800
O 2.6603 -4.0091 -0.8148
C 2.3648 -3.4993 0.4270
C 1.6982 -2.3444 0.7322
H 1.8437 -2.6191 4.1023
H 3.0373 -4.7526 3.5003
H 2.7993 -6.0656 -1.0296
H 4.3537 -5.1851 -1.0087
H 1.3351 -1.6922 -0.0460
C 0.0005 -0.3658 -3.9522
Te -0.2118 1.3470 -2.7226
C -2.2579 1.6323 -3.1966
H -0.0791 -0.0482 -4.9901
H -0.7754 -1.0942 -3.7285
H 0.9837 -0.7961 -3.7757
H -2.3592 1.6082 -4.2796
H -2.5591 2.6038 -2.8148
H -2.8524 0.8466 -2.7389
F -0.9063 2.4426 1.4932
C -0.9957 2.1565 0.2267
F -2.2831 2.1524 -0.1550
F -0.3943 3.1458 -0.4779
*
```

Okay, here come the Löwdin numbers, in e, for every atom:
1. Au 0.894
2. N 0.105
3. C -0.106
4. C -0.217
5. C -0.024
6. C -0.059
7. C -0.051
8. C -0.052
9. C -0.011
10. H 0.120
11. H 0.113
12. H 0.114
13. H 0.116
14. H 0.128
15. N 0.150
16. C -0.300
17. C 0.006
18. C -0.124
19. N -0.072
20. C -0.139
21. C 0.003
22. H 0.114
23. H 0.113
24. H 0.121
25. H 0.113
26. H 0.109
27. H 0.119
28. O 0.100
29. C -0.564
30. O -0.194
31. C -0.125
32. C -0.005
33. C 0.036
34. C -0.208
35. O 0.043
36. C -0.124
37. O 0.017
38. C -0.209
39. C 0.010
40. H 0.123
41. H 0.126
42. H 0.137
43. H 0.138
44. H 0.052
45. C -0.388
46. Te 1.453
47. C -0.367
48. H 0.017
49. H 0.013
50. H 0.010
51. H 0.022
52. H 0.016
53. H 0.022
54. F 0.170
55. C -0.666
56. F 0.071
57. F -0.006

No. 3
C4H7NO | the ωB97M-V functional and the def2-TZVPD basis

As for the energy relative to the best compared isomer or geometry (same formula, charge and spin): 442.4 kJ/mol. The gap between HOMO and LUMO is 8.93 eV. The value obtained for the energy is -286.46316 Ha.

```
! wB97M-V def2-TZVPD RIJCOSX def2/J DEFGRID3
* xyz 0 1
O 1.8113 0.7292 0.4485
C 0.8028 0.3155 -0.4316
C 0.2850 -1.1325 -0.2523
C -1.1026 -0.7300 0.2838
N -1.1166 0.1940 1.1793
C -0.5310 0.9994 -0.0682
H 1.4095 0.6549 1.3275
H 1.1675 0.4941 -1.4498
H 0.8237 -1.6869 0.5299
H 0.2708 -1.7336 -1.1629
H -2.0311 -1.1620 -0.1110
H -0.5711 1.8311 0.6113
H -1.2182 1.2266 -0.9045
*
```

Okay, here come the Löwdin numbers, in e, for every atom:
1. O -0.027
2. C -0.365
3. C -0.086
4. C -0.230
5. N 0.019
6. C -0.137
7. H 0.096
8. H 0.147
9. H 0.123
10. H 0.105
11. H 0.124
12. H 0.113
13. H 0.120

Which molecular weight belongs to each record? In order, 585.231; 786.007; 85.106 g/mol.